Molecular formula: C22H35HfNO2P2S2
Method: DFT, ωB97M-V with the def2-TZVPD basis set

- HOMO energy (eV) = -12.190
- orbital gap (eV) = 3.34
- net charge = +2
- LUMO level (eV) = -8.85
- multiplicity = 1

Each line ends with the natural charge from an NBO analysis.
Atoms and positions in Å:
1 P 0.0837 -1.3703 -4.3613  0.73
2 P 0.1883 1.6423 -4.2698  0.73
3 C -0.2210 -0.5163 -6.0058  -0.69
4 C 0.3686 0.8943 -5.9828  -0.69
5 H -1.3087 -0.4959 -6.1792  0.23
6 H 0.2403 -1.1212 -6.7994  0.23
7 H 1.4404 0.8879 -6.2378  0.23
8 H -0.1486 1.5471 -6.7002  0.23
9 C -1.4614 2.4040 -4.5804  -0.93
10 H -1.6614 3.1303 -3.7832  0.23
11 H -2.2421 1.6333 -4.5702  0.23
12 H -1.4603 2.9145 -5.5532  0.23
13 C 1.2283 3.1261 -4.5913  -0.94
14 H 0.9081 3.6435 -5.5075  0.23
15 H 2.2765 2.8123 -4.6894  0.24
16 H 1.1321 3.8002 -3.7301  0.22
17 C -0.9687 -2.8407 -4.6957  -0.94
18 H -0.8027 -3.5643 -3.8870  0.23
19 H -0.7165 -3.2980 -5.6635  0.23
20 H -2.0225 -2.5313 -4.6931  0.23
21 C 1.7087 -2.0976 -4.8415  -0.93
22 H 2.4858 -1.3233 -4.8402  0.23
23 H 1.6374 -2.5468 -5.8418  0.23
24 H 1.9694 -2.8706 -4.1083  0.23
25 Hf 0.0539 -0.1260 2.3393  2.14
26 C 1.0010 1.4142 0.8493  -0.38
27 C -0.3852 1.5919 0.8115  -0.22
28 C -1.2787 1.0250 -0.2897  -0.47
29 C -1.7521 -0.4408 -0.1437  -0.45
30 C -0.8219 -1.3901 0.5946  -0.39
31 C 0.5498 -1.4952 0.3403  -0.15
32 C 1.3057 -0.6754 -0.6845  -0.50
33 C 1.7686 0.7432 -0.2778  -0.45
34 C 0.8135 -1.9371 3.3206  -1.26
35 H 1.6145 2.0593 1.4884  0.30
36 H -0.8400 2.4207 1.3656  0.29
37 H -0.8376 1.1520 -1.2932  0.29
38 H -2.1948 1.6404 -0.2933  0.27
39 H -2.7181 -0.4474 0.3898  0.25
40 H -1.9796 -0.8238 -1.1568  0.30
41 H -1.3570 -2.1971 1.1165  0.30
42 H 1.1136 -2.3658 0.6980  0.28
43 H 0.7443 -0.6190 -1.6351  0.30
44 H 2.2288 -1.2312 -0.9254  0.27
45 H 2.8265 0.6924 0.0309  0.25
46 H 1.7657 1.3511 -1.2023  0.30
47 H 1.7475 -1.7070 3.8640  0.30
48 H 1.0019 -2.8093 2.6777  0.25
49 H 0.1041 -2.2714 4.1006  0.27
50 O 1.8240 2.3839 5.6788  -0.83
51 S 1.4375 1.0055 5.5352  2.27
52 O 2.4454 -0.0224 5.3869  -0.86
53 N 0.3246 0.8239 4.2334  -0.98
54 C -0.9768 0.6728 4.6717  0.24
55 S -2.1125 0.2637 3.4341  -0.03
56 C -1.0683 0.4736 6.0891  -0.21
57 C -2.1491 -0.0991 6.7853  -0.09
58 C -1.9292 -0.6056 8.0622  -0.19
59 C -0.6500 -0.5796 8.6324  -0.10
60 C 0.4379 -0.0222 7.9491  -0.19
61 C 0.2009 0.5253 6.6945  -0.20
62 H -3.1198 -0.1344 6.2850  0.25
63 H -2.7641 -1.0448 8.6147  0.26
64 H -0.4835 -1.0152 9.6220  0.26
65 H 1.4546 -0.0387 8.3531  0.27


Molecular formula: C2H3F3N2O2
Method: DFT, ωB97M-V with the def2-TZVPD basis set

- HOMO energy (eV) = -11.825
- orbital gap (eV) = 12.19
- LUMO level (eV) = 0.37
- multiplicity = 1
- SMILES = COC(=O)F.F/N=N\F

Each line ends with the natural charge from an NBO analysis.
Atoms and positions in Å:
1 C 0.0739 0.1167 -1.0414  -0.26
2 O -0.9259 1.1086 -1.3108  -0.49
3 C -1.8535 1.2756 -0.3971  1.05
4 O -2.8414 1.9057 -0.4249  -0.56
5 F -1.6995 0.4453 0.6723  -0.36
6 H 0.1208 0.0932 0.0246  0.22
7 H 1.0153 0.3389 -1.6468  0.21
8 H -0.3450 -0.7587 -1.5127  0.19
9 F -5.5983 1.0842 -0.1960  -0.20
10 N -5.3902 0.2348 0.8782  0.22
11 N -4.6172 -0.6668 0.8281  0.22
12 F -3.9313 -0.9260 -0.3753  -0.24


Molecular formula: C6H14N2
Method: DFT, ωB97M-V with the def2-TZVPD basis set

- HOMO energy (eV) = -8.666
- orbital gap (eV) = 9.65
- LUMO level (eV) = 0.98
- multiplicity = 1
- SMILES = CNC[C@H]1CCCN1

Each line ends with the natural charge from an NBO analysis.
Atoms and positions in Å:
1 C 0.5936 -1.5610 2.9309  -0.44
2 N 1.0244 -0.5064 2.0080  -0.60
3 C -0.1129 -0.1422 1.1252  -0.23
4 C 0.2511 -0.1939 -0.4121  -0.06
5 C -0.9282 -0.6257 -1.2554  -0.43
6 C -1.3624 0.6299 -2.0168  -0.43
7 C -0.2780 1.7261 -1.7063  -0.23
8 N 0.8270 0.9900 -0.9910  -0.62
9 H 1.3643 -2.2706 3.3066  0.20
10 H -0.1645 -2.2899 2.6020  0.16
11 H 0.1517 -1.2877 3.8997  0.19
12 H 1.6870 -1.0675 1.4756  0.34
13 H -1.0122 -0.7766 1.2358  0.17
14 H -0.3452 0.8716 1.4330  0.20
15 H 1.0854 -0.9154 -0.3713  0.18
16 H -0.6347 -1.4264 -1.9361  0.21
17 H -1.7417 -1.0652 -0.6976  0.21
18 H -1.2979 0.4397 -3.0935  0.21
19 H -2.3576 0.9833 -1.7646  0.21
20 H 0.2909 2.2322 -2.4719  0.20
21 H -0.7640 2.4501 -1.0662  0.18
22 H 1.6011 0.8419 -1.6112  0.36


Molecular formula: C25H20BrHgN3
Method: DFT, ωB97M-V with the def2-TZVPD basis set

- HOMO energy (alpha / beta) (eV) = -4.400 / -4.648
- orbital gap (alpha / beta) (eV) = 7.23 / 7.47
- net charge = -1
- LUMO level (alpha / beta) (eV) = 2.83 / 2.82
- multiplicity = 2

Each line ends with the natural charge from an NBO analysis.
Atoms and positions in Å:
1 Hg -0.0924 -0.2870 -0.2371  1.27
2 N -2.1515 -1.6443 1.2501  -0.85
3 C -3.2828 -1.2444 0.5785  0.28
4 C -4.1344 -2.2095 0.0253  -0.30
5 C -5.2573 -1.8501 -0.6963  -0.20
6 C -5.5677 -0.5081 -0.8667  -0.28
7 C -4.7281 0.4503 -0.3188  -0.17
8 C -3.5788 0.1177 0.3969  -0.15
9 C -2.7296 1.2137 0.9448  -0.01
10 C -3.3777 2.2269 1.6610  -0.25
11 C -2.6913 3.3317 2.1351  -0.24
12 C -1.3295 3.4291 1.8959  -0.24
13 C -0.6804 2.4134 1.2081  -0.24
14 C -1.3462 1.2849 0.7185  -0.46
15 H -2.0294 -2.6265 1.4188  0.39
16 H -1.7012 -1.0285 1.9113  0.43
17 H -3.8912 -3.2571 0.1672  0.20
18 H -5.8836 -2.6164 -1.1372  0.20
19 H -6.4453 -0.2108 -1.4274  0.20
20 H -4.9468 1.5008 -0.4684  0.20
21 H -4.4409 2.1334 1.8527  0.20
22 H -3.2120 4.1025 2.6916  0.20
23 H -0.7690 4.2904 2.2434  0.19
24 H 0.3884 2.5081 1.0485  0.20
25 Br 0.9819 -1.1480 2.3232  -0.82
26 C 0.3392 -3.3855 0.2776  0.20
27 C 0.4246 -4.5914 0.8873  -0.39
28 C 0.4647 -5.7518 0.0770  -0.22
29 C 0.4326 -5.6366 -1.2851  -0.22
30 C 0.3391 -4.3697 -1.9145  -0.08
31 C 0.2838 -4.2311 -3.3194  -0.23
32 C 0.1704 -2.9925 -3.8830  -0.20
33 C 0.1166 -1.8330 -3.0801  -0.29
34 C 0.1646 -1.8919 -1.7096  -0.41
35 C 0.2771 -3.1889 -1.1119  -0.14
36 H 0.4770 -4.6744 1.9676  0.22
37 H 0.5347 -6.7294 0.5411  0.20
38 H 0.4717 -6.5195 -1.9155  0.19
39 H 0.3248 -5.1242 -3.9350  0.19
40 H 0.1173 -2.8911 -4.9618  0.19
41 H 0.0263 -0.8750 -3.5813  0.20
42 N 4.7195 0.8621 -0.0975  -0.53
43 C 4.7077 -0.4802 0.2073  -0.13
44 C 3.4807 -0.9313 -0.1747  -0.06
45 N 2.7495 0.0981 -0.7088  -0.48
46 C 3.5113 1.1571 -0.6428  0.16
47 H 5.4609 1.5085 0.0926  0.41
48 H 5.5402 -0.9774 0.6728  0.21
49 H 3.0668 -1.9225 -0.0928  0.23
50 H 3.2437 2.1430 -0.9887  0.19


Molecular formula: C28H52Cl3N2O6P2Si4V
Method: DFT, ωB97M-V with the def2-TZVPD basis set

- HOMO energy (alpha / beta) (eV) = -6.754 / -6.751
- orbital gap (alpha / beta) (eV) = 3.76 / 3.75
- LUMO level (alpha / beta) (eV) = -2.99 / -3.00
- multiplicity = 1

Each line ends with the Löwdin charge.
Atoms and positions in Å:
1 V -0.3310 0.1409 0.3133  0.44
2 O 2.5926 -2.0804 -2.8163  -0.26
3 C 2.1885 -3.2577 -3.5523  -0.14
4 O 1.8132 0.4166 -3.9875  -0.32
5 C 0.6586 0.5054 -4.7826  -0.27
6 H 1.4972 -2.9633 -4.3547  0.02
7 H 1.6400 -3.8700 -2.8257  0.07
8 H 3.0639 -3.7943 -3.9703  0.09
9 H 0.8752 0.5872 -5.8622  0.08
10 H 0.0436 1.3400 -4.4263  0.06
11 H 0.1018 -0.4994 -4.5102  -0.19
12 C 3.5098 -1.2465 -3.5209  -0.20
13 C 2.8300 -0.3779 -4.5735  -0.21
14 H 4.2879 -1.8622 -4.0258  0.13
15 H 3.9678 -0.6008 -2.7555  0.12
16 H 2.4856 -1.0080 -5.4038  0.12
17 H 3.5744 0.3470 -4.9269  0.12
18 Cl 0.3136 0.5399 -1.6699  0.43
19 Cl -0.5558 -1.6943 -3.6078  0.16
20 N -1.0897 1.5304 1.4132  -0.30
21 P 2.0115 0.9443 1.0313  0.86
22 P -2.7351 -0.3425 -0.4130  0.89
23 C -3.7676 0.9585 0.2826  -0.36
24 C -2.9770 -1.8136 0.6137  -0.35
25 C 1.5710 1.7843 2.5766  -0.35
26 C 2.8484 -0.5649 1.4672  -0.37
27 Si 1.6131 -2.0213 1.4931  0.36
28 H 3.2939 -0.4127 2.4690  0.07
29 H 3.6507 -0.7522 0.7288  0.07
30 C 1.6503 -2.6064 3.2545  -0.15
31 C 2.3136 -3.2659 0.3036  -0.14
32 Si -1.3278 -2.6667 1.0277  0.33
33 H -3.6679 -2.4997 0.0940  0.06
34 H -3.4544 -1.5131 1.5651  0.06
35 C -1.0926 -4.0224 -0.2226  -0.16
36 C -1.5990 -3.3972 2.7120  -0.15
37 Si -2.7870 1.8358 1.6413  0.33
38 H -4.6750 0.4684 0.6844  0.08
39 H -4.0830 1.6634 -0.5068  0.05
40 C -3.4497 1.1932 3.2590  -0.16
41 C -3.2707 3.6503 1.6168  -0.17
42 Si -0.0601 2.6768 2.2426  0.32
43 H 2.3763 2.4863 2.8521  0.07
44 H 1.4198 1.0516 3.3978  0.06
45 C -3.2957 -0.5915 -2.1153  -0.39
46 C -3.5495 -1.8777 -2.6292  -0.14
47 H -3.4459 -2.7501 -1.9794  0.09
48 C -3.8582 -2.0365 -3.9800  -0.10
49 H -3.9720 -3.0446 -4.3860  0.11
50 C -3.9880 -0.9192 -4.8147  -0.07
51 H -4.2458 -1.0530 -5.8681  0.11
52 C -3.7947 0.3662 -4.2909  -0.07
53 H -3.9221 1.2438 -4.9319  0.11
54 C -3.4386 0.5315 -2.9516  -0.11
55 H -3.2653 1.5353 -2.5516  0.10
56 C 3.1625 2.0190 0.1314  -0.34
57 C 2.6872 2.8411 -0.9107  -0.11
58 H 1.6376 2.7872 -1.2002  0.06
59 C 3.5708 3.6986 -1.5741  -0.06
60 H 3.1814 4.3562 -2.3556  0.11
61 C 4.9279 3.7107 -1.2445  -0.07
62 H 5.6168 4.3621 -1.7882  0.11
63 C 5.4012 2.8956 -0.2093  -0.07
64 H 6.4610 2.9035 0.0547  0.11
65 C 4.5188 2.0695 0.4953  -0.08
66 H 4.8796 1.4451 1.3210  0.11
67 H -2.8680 4.1818 0.7458  0.04
68 H -2.9669 4.1875 2.5234  0.02
69 H -4.3698 3.6906 1.5737  0.05
70 H -3.4500 0.0994 3.3040  0.02
71 H -4.4764 1.5614 3.3864  0.05
72 H -2.8558 1.5204 4.1175  0.01
73 C 0.2303 4.2596 1.2933  -0.16
74 C -0.6320 3.1950 3.9411  -0.15
75 H 0.2052 4.1139 0.2065  0.03
76 H 1.2100 4.6798 1.5645  0.05
77 H -0.5373 4.9970 1.5694  0.04
78 H -0.8244 2.3330 4.5989  0.01
79 H -1.5209 3.8317 3.9267  0.03
80 H 0.1957 3.7690 4.3828  0.06
81 H 2.6944 -2.7720 -0.6083  0.03
82 H 1.5732 -4.0146 -0.0040  0.02
83 H 3.1462 -3.7789 0.8183  0.05
84 H 1.2209 -1.8582 3.9415  0.01
85 H 2.7126 -2.7482 3.5028  0.05
86 H 1.1189 -3.5587 3.3664  0.03
87 H -2.0820 -4.4781 -0.3911  0.04
88 H -0.4221 -4.7942 0.1791  0.03
89 H -0.6974 -3.6474 -1.1797  0.02
90 H -1.4938 -2.6176 3.4850  0.01
91 H -0.8926 -4.2138 2.8995  0.03
92 H -2.6257 -3.7895 2.7279  0.05
93 N -0.0086 -1.5375 1.0568  -0.28
94 O -1.3725 0.8345 5.8261  -0.37
95 Cl -0.8230 -0.4246 5.3326  0.72
96 O 0.6344 -0.3267 5.2081  -0.38
97 O -1.2003 -1.5293 6.1963  -0.32
98 O -1.3601 -0.6450 3.9623  -0.43


Molecular formula: C9H21N2O
Method: DFT, ωB97M-V with the def2-TZVPD basis set

- HOMO energy (eV) = -13.732
- orbital gap (eV) = 9.96
- net charge = +1
- LUMO level (eV) = -3.77
- multiplicity = 1

Each line ends with the natural charge from an NBO analysis.
Atoms and positions in Å:
1 C 1.9901 1.8376 -0.1809  -0.64
2 C -2.9134 1.1626 1.2634  -0.60
3 C -1.4901 1.9965 -0.7186  -0.59
4 C 0.4195 -2.9760 -0.0280  -0.62
5 C -0.6409 -1.3829 -1.6956  -0.62
6 C 3.0177 0.7687 0.1581  -0.08
7 C 1.7269 -0.7635 1.2367  0.20
8 C -1.9274 0.6899 0.1217  -0.12
9 C -0.4741 -1.8238 -0.2007  -0.12
10 N -0.6739 0.3640 0.7677  -0.02
11 N -0.1098 -0.6849 0.5711  -0.02
12 O 2.5227 -0.4925 0.2474  -0.45
13 H 1.5568 1.7889 -1.2330  0.22
14 H 1.2093 1.8380 0.4858  0.21
15 H 2.5309 2.7417 -0.1369  0.24
16 H -3.5820 1.8544 0.6622  0.23
17 H -3.4289 0.3389 1.6874  0.23
18 H -2.5006 1.7948 2.0315  0.24
19 H -0.8878 2.6121 -0.0056  0.22
20 H -2.1875 2.6588 -1.0611  0.24
21 H -0.7123 1.7281 -1.5233  0.21
22 H 0.1104 -3.8109 -0.7368  0.26
23 H 1.4534 -2.6852 -0.3489  0.22
24 H 0.5986 -3.1936 1.0087  0.22
25 H -0.1674 -1.9826 -2.4105  0.24
26 H -0.4825 -0.3515 -1.7888  0.22
27 H -1.6683 -1.6763 -1.8931  0.23
28 H 3.6794 0.9215 0.9800  0.20
29 H 3.6655 0.7100 -0.7528  0.21
30 H 1.4530 0.0029 2.0299  0.21
31 H 1.7263 -1.7756 1.6844  0.21
32 H -2.3527 -0.0852 -0.4841  0.21
33 H -1.4609 -2.1248 0.2626  0.23


| no. | total energy (eV) | largest force on an atom (eV/A) |
| --- | --- | --- |
| 1 | -70503.0453 | 5.53 |
| 2 | -17345.3142 | 1.93 |
| 3 | -9427.7608 | 2.73 |
| 4 | -104937.6180 | 1.21 |
| 5 | -158484.5868 | 3.45 |
| 6 | -14690.7689 | 4.93 |